i:
This record from OMol25 describes a structure of composition CH5O2. The level of theory is ωB97M-V/def2-TZVPD.

Geometry as XYZ:
```
8
Properties=species:S:1:pos:R:3
C -0.29887 0.40308 -1.09839
O 0.62868 0.60825 -0.00285
H -0.93725 -0.53609 -0.92651
H -1.03133 1.30848 -1.08563
H 0.18036 0.23432 -2.06990
H 0.90014 -0.94597 2.42494
H 0.34468 -0.05817 1.01115
O 0.21359 -1.01390 1.74720
```

Computed properties:
Net charge   -1
Highest occupied orbital energy   -3.1615 eV

ii:
This record from OMol25 describes a cluster of 2 separate species, CH5O2 in total. The level of theory is ωB97M-V/def2-TZVPD.

Geometry as XYZ:
```
8
Properties=species:S:1:pos:R:3
O 1.46086 -1.24358 0.87125
H 1.79332 -1.40987 -0.01497
C -0.75849 0.74861 -0.29314
O -0.57497 -0.55178 -0.64052
H -1.26576 1.34244 -1.08958
H 0.17687 1.31899 -0.09049
H -1.34267 0.88222 0.64018
H 0.51084 -1.08703 0.61728
```

Computed properties:
Net charge   -1
Highest occupied orbital energy   -2.4658 eV

Least stable = i

i:
This record from OMol25 describes a cluster of 2 separate species, C5H11O2 in total. The level of theory is ωB97M-V/def2-TZVPD.

Geometry as XYZ:
```
18
Properties=species:S:1:pos:R:3
O -0.40325 -1.12160 0.71129
H -1.25506 -0.88652 0.46496
C 3.07630 1.54716 2.35744
C 2.68968 2.02632 0.95188
C 3.08668 0.97266 -0.08812
C 1.19702 2.24909 0.89009
C 0.64940 3.27052 0.26938
O 3.38225 3.26144 0.66337
H 2.56538 0.61773 2.60445
H 4.14894 1.37750 2.42962
H 2.80106 2.29481 3.09867
H 2.56766 0.03284 0.09543
H 2.82902 1.31844 -1.08681
H 4.15876 0.78790 -0.06130
H 0.57710 1.49557 1.34230
H -0.41529 3.40025 0.21078
H 1.26834 4.00924 -0.19856
H 4.35149 3.10312 0.68696
```

Computed properties:
Expectation value of S²   0.75
Multiplicity   2
Highest occupied orbital energy (alpha / beta)   -9.6119 / -9.6105 eV

ii:
This record from OMol25 describes a cluster of 2 separate species, C5H11O2 in total. The level of theory is ωB97M-V/def2-TZVPD.

Geometry as XYZ:
```
18
Properties=species:S:1:pos:R:3
C -1.05725 -2.62597 1.01155
C 0.14422 -2.27759 0.07972
O 1.27066 -2.10502 0.66816
O 0.07845 -2.24102 -1.16270
H -1.86196 -2.87655 0.37969
H -1.57515 -1.88741 1.54045
H -0.57966 -3.40544 1.58766
C -0.16911 1.31699 -0.82517
C -0.15150 1.28304 0.73764
C 1.05851 2.13805 -1.18018
H 0.03234 0.34311 -1.14479
H -1.15062 1.54238 -1.19751
H -0.97875 0.93588 1.14792
H 0.04779 2.30779 1.08665
H 0.69067 2.93548 -1.72416
H 1.63687 2.32506 -0.33282
H 0.67162 0.53382 1.12634
H 1.89287 1.75740 -1.79847
```

Computed properties:
Expectation value of S²   0.76
Multiplicity   2
Highest occupied orbital energy (alpha / beta)   -10.8924 / -10.7029 eV

Least stable = ii

i:
This record from OMol25 describes the ion C3H5N2 with charge +1. The level of theory is ωB97M-V/def2-TZVPD.

Geometry as XYZ:
```
10
Properties=species:S:1:pos:R:3
C 0.76325 1.12984 -0.00513
N 1.48733 0.15219 -0.06507
C 0.68869 -0.99263 -0.06667
N -0.76626 -0.36632 0.15045
C -0.67436 1.06526 -0.12167
H 0.85153 -1.70545 -0.97687
H 0.83774 -1.43936 0.85404
H -1.20862 -0.80671 0.95947
H -1.14845 1.90684 0.48576
H -0.83085 1.05634 -1.21430
```

Computed properties:
Net charge   +1
Structure (SMILES)   C1#[N+]CNC1
Highest occupied orbital energy (alpha / beta)   -15.2119 / -15.6753 eV

ii:
This record from OMol25 describes the ion C3H5N2 with charge +1. The level of theory is ωB97M-V/def2-TZVPD.

Geometry as XYZ:
```
10
Properties=species:S:1:pos:R:3
C -1.58602 -0.58463 0.16896
C -0.78129 0.33542 -0.36084
N 0.35470 0.83143 0.40374
C 1.36697 0.23190 0.14660
N 2.30466 -0.30135 -0.30268
H -2.39593 -0.94902 -0.48384
H -1.60984 -0.94962 1.22136
H -0.94737 0.70119 -1.34706
H 0.37970 1.84397 0.72149
H 2.91441 -1.15929 -0.16774
```

Computed properties:
Net charge   +1
Structure (SMILES)   C=CNC#[NH+]
Highest occupied orbital energy   -15.6089 eV

iii:
This record from OMol25 describes the ion C3H5N2 with charge +1. The level of theory is ωB97M-V/def2-TZVPD.

Geometry as XYZ:
```
10
Properties=species:S:1:pos:R:3
C 1.45063 1.40942 0.38843
C 0.01315 0.98668 0.62382
C 1.28097 -0.41012 -0.79342
N 2.03486 0.56199 -0.54373
N -0.11847 -0.43099 -0.22133
H -0.26163 1.02732 1.72239
H -0.38532 1.90836 0.12193
H 1.48343 -1.34867 -1.37338
H -0.35594 -1.19232 0.49190
H -0.99734 -0.50739 -0.85132
```

Computed properties:
Net charge   +1
Highest occupied orbital energy (alpha / beta)   -14.0378 / -14.0734 eV

Least stable = i